[1]
106
Properties=species:S:1:pos:R:3 method="wB97M-V/def2-TZVPD" total_charge=-1 e_tot_ha=-2846.9362
C -1.167 -2.823 5.179
C -1.727 -3.036 3.722
N -3.071 -3.118 3.680
C -1.127 -3.102 2.275
P 0.724 -3.273 1.911
F 0.226 -4.404 0.636
C 0.955 -4.762 3.116
C 0.923 -6.229 2.470
C -0.602 -6.822 2.497
C -1.045 -7.354 1.046
C -2.342 -6.530 0.589
N -3.088 -7.344 -0.433
C 1.302 -1.975 3.192
C 0.841 -0.493 3.177
C 1.980 0.612 3.233
C 1.750 2.122 3.265
C 0.323 2.718 3.278
C -0.841 1.692 3.232
C -2.328 2.299 3.246
C -0.555 0.160 3.206
B 2.519 -3.719 1.329
N 3.787 -3.854 2.116
O 2.745 -4.139 -0.076
S 0.703 -1.816 0.247
C 2.367 -0.943 0.043
O 0.442 -2.485 -1.116
O -0.322 -0.726 0.277
H -1.883 -3.082 6.039
H -0.918 -1.699 5.311
H -0.187 -3.367 5.438
H -3.435 -3.061 4.640
H -1.687 -2.289 1.685
H -1.618 -4.060 1.836
H 0.178 -4.836 3.945
H 1.950 -4.703 3.713
H 1.460 -6.406 1.494
H 1.472 -6.904 3.242
H -1.319 -6.057 2.968
H -0.644 -7.740 3.202
H -1.225 -8.480 1.108
H -0.186 -7.148 0.314
H -3.009 -6.294 1.483
H -2.054 -5.525 0.100
H -4.005 -6.864 -0.547
H -2.576 -7.183 -1.320
H 2.449 -1.911 3.004
H 1.307 -2.380 4.277
H 3.077 0.252 3.242
H 2.663 2.805 3.316
H 0.163 3.841 3.315
H -2.522 2.609 4.340
H -3.052 1.473 2.946
H -2.412 3.242 2.601
H -1.461 -0.512 3.176
H 4.491 -3.145 1.829
H 4.189 -4.799 2.057
H 3.020 -5.081 0.014
H 2.104 0.032 -0.519
H 3.002 -1.546 -0.706
H 2.895 -0.754 1.033
C 0.967 3.166 -0.249
O 0.756 4.551 -0.022
C 1.965 5.274 0.162
C 1.842 6.682 -0.413
O 1.871 6.736 -1.841
C 0.730 6.213 -2.526
C -0.524 7.070 -2.397
O -1.088 6.956 -1.095
C -1.614 8.178 -0.614
H 1.293 2.678 0.673
H 0.024 2.725 -0.570
H 1.706 3.008 -1.044
H 2.807 4.763 -0.319
H 2.155 5.331 1.238
H 2.718 7.252 -0.084
H 0.971 7.203 -0.016
H 0.544 5.177 -2.243
H 1.013 6.196 -3.584
H -1.279 6.719 -3.110
H -0.276 8.112 -2.631
H -0.871 8.980 -0.687
H -1.870 8.048 0.438
H -2.516 8.447 -1.171
C -1.070 -1.278 -6.268
O -1.317 -0.244 -5.335
C -0.710 -0.483 -4.066
C -0.260 0.827 -3.427
O 0.907 1.402 -4.027
C 0.756 1.943 -5.338
C -0.054 3.234 -5.393
O -1.440 2.975 -5.196
C -2.082 3.975 -4.428
H -1.638 -2.174 -5.997
H -1.395 -0.935 -7.251
H -0.001 -1.510 -6.322
H 0.155 -1.149 -4.162
H -1.455 -0.964 -3.429
H 0.022 0.610 -2.393
H -1.073 1.550 -3.378
H 0.372 1.193 -6.031
H 1.773 2.176 -5.673
H 0.053 3.690 -6.384
H 0.328 3.932 -4.639
H -1.545 4.153 -3.489
H -3.085 3.623 -4.182
H -2.158 4.903 -5.002

[2]
25
Properties=species:S:1:pos:R:3 method="wB97M-V/def2-TZVPD" total_charge=-1 e_tot_ha=-576.4713
C 0.257 -1.627 -1.359
C -2.510 -0.602 0.137
C 0.256 -0.569 -0.586
C -1.605 0.347 -0.202
C -3.901 -0.286 0.279
C 1.687 1.413 -0.692
C 2.651 -0.721 0.218
C 0.940 0.525 1.522
C 1.382 0.136 0.103
O -4.250 1.018 0.036
O -4.773 -1.092 0.573
O -1.628 1.556 -0.406
H 1.153 -2.190 -1.623
H -0.658 -2.010 -1.788
H -2.224 -1.629 0.277
H 2.432 2.021 -0.178
H 2.062 1.162 -1.683
H 0.775 1.991 -0.807
H 2.439 -1.628 0.783
H 3.436 -0.167 0.734
H 3.023 -1.006 -0.765
H 0.679 -0.364 2.092
H 0.067 1.167 1.477
H 1.736 1.055 2.045
H -3.425 1.499 -0.187

[3]
9
Properties=species:S:1:pos:R:3 method="wB97M-V/def2-TZVPD" total_charge=0 e_tot_ha=-229.1744
H 0.947 -1.100 0.271
H 1.170 0.396 0.420
H 1.142 1.265 -1.593
H 2.548 0.691 -1.660
H -3.401 -0.992 0.750
H -2.497 -0.685 1.932
O 1.109 -0.300 -0.243
O 1.883 1.001 -1.036
O -2.901 -0.276 1.159

[4]
22
Properties=species:S:1:pos:R:3 method="wB97M-V/def2-TZVPD" total_charge=0 e_tot_ha=-292.2020
C 0.769 -1.493 -0.027
N 0.564 -0.738 -1.286
C 1.322 0.505 -1.336
C 0.812 1.392 -2.470
C -0.368 -1.425 0.998
C -1.903 0.496 1.669
C -0.501 -0.102 1.801
H 1.718 -1.139 0.414
H 0.920 -2.553 -0.309
H -0.246 -0.246 2.868
H 2.393 0.319 -1.544
H 1.351 1.092 -0.404
H 1.284 2.352 -2.505
H 0.889 0.897 -3.422
H -0.255 1.538 -2.275
H -1.324 -1.642 0.534
H -0.203 -2.220 1.716
H -2.669 -0.198 2.037
H -2.075 0.677 0.617
H -1.979 1.451 2.195
H 0.224 0.629 1.466
H -0.721 0.408 -0.735

| no. | Kohn-Sham gap (eV) | HOMO (eV) |
| --- | --- | --- |
| 1 | 7.2 | -4.889 |
| 2 | 7.7 | -4.365 |
| 3 | 9.1 | -8.240 |
| 4 | 8.8 | -9.069 |